{
  "formula": "C2H2HgLi2O2",
  "method": "the ωB97M-V functional and the def2-TZVPD basis",
  "s2": 2.03,
  "total_energy_ha": -396.103760,
  "e_homo_ha": [-0.1973, -0.2229],
  "homo_lumo_gap_ev": [3.63, 4.08],
  "spin_multiplicity": 3,
  "lumo_energy_ha": [-0.064, -0.073],
  "species": ["O", "C", "C", "Li", "Li", "H", "H", "Hg", "O"],
  "positions_angstrom": [[-1.54145, 0.40335, -0.84539], [-0.27535, 0.72870, -0.45078], [0.09906, 0.68943, 0.85362], [-1.72269, -1.35192, -1.99108], [-2.23573, 1.79045, 0.06942], [-0.75303, 0.70738, 1.57072], [0.38903, 0.63035, -1.32761], [2.00897, -1.45829, 1.14715], [4.03119, -2.13944, 0.97395]],
  "mulliken_charge": [-0.9114, -0.0838, -0.3794, 0.8216, 0.7893, 0.0876, 0.3363, 0.1648, -0.8251]
}